1.
This record from the OMol25 dataset describes a molecular structure, C12H30F2Li2NO12P2S2 in a non-equilibrium geometry. The level of theory is ωB97M-V/def2-TZVPD.

Structure (XYZ):
```
63
Properties=species:S:1:pos:R:3:forces:R:3
Li -2.12380 -0.20681 -0.00602 1.340 1.056 0.461
Li -4.21417 -1.51240 -1.66438 -0.258 -0.281 -0.200
N -3.58325 -1.47502 0.15551 3.027 -3.787 -0.379
S -2.91251 -2.94798 0.84101 3.131 -4.614 -0.556
O -3.83407 -4.00957 1.22753 0.986 2.989 -0.912
O -1.70222 -2.80317 1.63525 -2.191 0.990 -1.416
F -2.30145 -3.50481 -0.59135 -1.019 1.069 0.921
S -4.57879 -1.24886 1.30529 -7.751 4.154 4.152
O -3.97430 -0.90842 2.59700 -0.866 -2.183 -2.349
O -5.89058 -1.92760 1.08135 4.061 1.083 1.018
F -4.97383 0.23324 0.83161 0.212 0.014 -0.522
C 0.31339 -0.78281 3.41626 -0.511 -2.229 1.656
C 0.68171 -0.63789 1.97497 0.714 -0.321 1.225
O 0.99032 0.74637 1.81423 -1.529 1.915 -1.466
P -0.27545 1.76389 1.87923 1.655 0.952 -0.105
O -1.49107 1.23720 1.17926 0.664 0.211 0.215
O -0.44239 2.08889 3.42700 1.808 -1.170 -2.484
C -1.67363 2.10904 4.06077 -0.697 2.933 2.284
C -1.45557 3.12468 5.24055 -1.116 -0.046 -0.250
O 0.34089 3.20917 1.31032 -0.726 -3.134 1.222
C 0.79179 3.19517 -0.03205 0.319 1.563 -2.392
C 2.28621 3.06339 -0.36634 0.278 -0.429 0.766
H 0.89550 -0.29429 4.19766 0.178 0.694 -0.663
H -0.74875 -0.65919 3.62762 -0.086 0.579 -0.254
H 0.42704 -1.81614 3.74400 0.088 -0.478 -0.358
H 1.60151 -1.16133 1.71403 0.041 0.071 0.140
H -0.10858 -1.07782 1.36671 -0.012 0.681 -0.345
H -2.35606 2.62120 3.38247 -0.567 -0.533 0.166
H -2.05860 1.17426 4.46828 0.312 -0.280 -0.545
H -1.10696 4.10004 4.90107 0.005 -0.142 -0.462
H -2.45254 3.30193 5.64394 -0.024 0.039 0.316
H -0.79694 2.87448 6.07225 0.002 -0.707 -0.285
H 0.18828 2.59411 -0.71219 -0.139 -0.726 0.505
H 0.58129 4.19210 -0.41924 -0.439 0.218 0.308
H 2.79109 2.36345 0.29945 0.082 0.056 0.063
H 2.46914 2.70600 -1.37972 -0.495 -0.198 -0.092
H 2.78956 4.03004 -0.34809 -0.036 -0.031 0.453
C 2.13685 -3.47668 -0.34741 -1.389 -1.342 -1.475
C 0.80605 -3.42210 -1.18771 0.846 0.139 0.896
O 0.83489 -2.46814 -2.27741 -0.908 2.517 -0.357
P 0.45204 -0.90484 -2.09993 1.807 -1.152 -1.216
O -0.73378 -0.66863 -1.22742 0.543 0.156 -0.396
O 1.83019 -0.27758 -1.63323 -2.119 0.911 1.180
C 3.13049 -0.44525 -2.15943 1.347 -0.047 1.509
C 3.24502 -0.62262 -3.59317 -0.363 -0.956 -1.814
O 0.30886 -0.30404 -3.61815 -0.163 -3.472 1.821
C 0.23972 1.06448 -3.71330 -1.531 2.641 0.316
C 0.00623 1.52228 -5.12108 0.874 -1.565 -0.389
H 1.87707 -4.09537 0.51157 0.038 0.313 0.339
H 2.82448 -4.11677 -0.90017 0.648 0.700 0.020
H 2.47676 -2.48497 -0.04897 0.141 -0.253 -0.134
H 0.54914 -4.29588 -1.78654 0.254 -0.483 0.904
H 0.07020 -3.21698 -0.41019 -0.618 0.298 -0.734
H 3.77802 0.36175 -1.81658 -0.547 0.498 0.178
H 3.58777 -1.30335 -1.66683 -0.326 -0.336 0.041
H 3.07055 0.22555 -4.25520 0.349 0.291 0.331
H 4.23544 -1.06179 -3.71273 0.018 0.206 -0.624
H 2.50120 -1.35449 -3.90814 0.332 -0.331 -0.197
H -0.58723 1.42512 -3.10159 0.117 0.193 0.577
H 1.17226 1.55345 -3.43157 0.078 -0.193 0.481
H -0.88101 1.22072 -5.67783 -0.641 0.579 0.764
H 0.27693 2.57813 -5.11858 -0.094 -0.197 -0.825
H 0.69962 0.81342 -5.57364 0.867 0.909 -1.029
```
Forces are in eV/Å.

As for the max |F|: 9.725 eV Å⁻¹. The LUMO energy comes out at -4.3 eV. For the HOMO energy, the calculation gives -13.57 eV. Its total charge is +1. As for the energy above the lowest of the compared OMol25 structures with the same formula, charge and spin: 62.8 kcal per mole.



2.
This record from the OMol25 dataset describes a molecular structure, C12H30N2NaO4 in a non-equilibrium geometry. The level of theory is ωB97M-V/def2-TZVPD.

Structure (XYZ):
```
49
Properties=species:S:1:pos:R:3:forces:R:3
Na -21.13804 23.63475 16.33894 -0.232 0.064 -0.031
C -19.60948 20.59880 16.99292 -0.526 0.338 0.617
O -20.57349 21.29724 16.20306 0.259 0.273 -0.366
C -21.65371 20.46660 15.82346 -0.479 -0.054 -0.275
C -22.73947 21.23925 15.08130 -0.138 0.445 0.496
N -23.27154 22.34035 15.89930 0.842 0.733 -0.420
C -24.42455 22.95996 15.23771 -1.124 -0.411 1.193
C -25.14076 24.03888 16.07113 0.804 -0.938 -0.576
O -24.21390 25.02049 16.46211 0.030 0.388 0.063
C -24.80244 25.94383 17.35126 -0.493 -0.265 0.844
H -19.47464 19.57191 16.65909 0.021 -0.027 -0.089
H -19.98597 20.62300 18.02006 0.171 -0.407 0.095
H -18.65728 21.12238 16.99635 -0.040 0.120 -0.344
H -22.13003 20.01513 16.70422 0.139 0.023 0.161
H -21.28517 19.64136 15.20882 -0.020 0.001 -0.102
H -23.53972 20.53820 14.80972 0.113 -0.159 -0.037
H -22.41324 21.72671 14.16029 0.365 -0.364 -0.079
H -23.52192 22.03218 16.83224 -0.237 -0.136 -0.083
H -25.15551 22.14140 15.15853 -0.331 0.308 -0.601
H -24.24758 23.37661 14.24912 0.685 -0.230 -0.032
H -25.60308 23.55650 16.94057 -0.053 0.204 0.143
H -25.92090 24.43635 15.41554 -0.167 0.216 0.224
H -25.60601 26.54340 16.91668 0.124 0.008 -0.334
H -24.06099 26.60096 17.79536 0.283 0.065 -0.347
H -25.25190 25.40238 18.19662 -0.006 0.006 -0.046
C -21.37579 24.52605 12.92136 -0.842 -0.664 -1.137
O -21.48264 25.02065 14.22491 0.772 -0.599 0.952
C -20.68178 26.17218 14.45557 -0.250 1.362 -0.475
C -20.93933 26.67800 15.88087 -0.296 -0.504 -0.249
N -20.21608 25.88373 16.90868 -0.215 0.755 0.153
C -20.73366 26.17913 18.27122 0.269 -1.061 0.140
C -20.40887 25.02783 19.24054 0.158 0.746 -0.487
O -21.05532 23.88021 18.73476 -0.574 -0.234 0.021
C -21.27280 22.87160 19.70016 0.182 -0.047 0.561
H -21.81517 25.22540 12.20200 0.481 0.282 -0.029
H -22.00533 23.63908 12.78503 -0.080 0.065 0.598
H -20.38956 24.17586 12.60708 0.299 0.527 0.231
H -21.02506 26.92696 13.73158 -0.050 0.183 0.275
H -19.62252 26.06283 14.19257 0.033 -0.598 0.333
H -22.02278 26.55657 15.97236 0.028 -0.149 0.453
H -20.74822 27.74089 16.04833 0.149 0.080 -0.557
H -19.28831 26.30027 16.91272 0.219 -0.571 -0.191
H -21.81645 26.21820 18.19091 -0.140 0.211 0.155
H -20.34163 27.10416 18.69893 -0.109 0.174 -0.160
H -20.74603 25.31027 20.24300 -0.256 -0.200 -0.024
H -19.33093 24.83818 19.31728 0.026 0.070 -0.102
H -21.93898 23.15889 20.52148 -0.079 0.439 -0.211
H -20.32241 22.61570 20.17690 0.019 -0.376 -0.148
H -21.74550 22.01823 19.22043 0.269 -0.092 -0.175
```
Forces are in eV/Å.

As for the max |F|: 1.690 eV Å⁻¹. The LUMO energy comes out at -2.1 eV. For the HOMO energy, the calculation gives -12.34 eV. Its total charge is +1. As for the energy above the lowest of the compared OMol25 structures with the same formula, charge and spin: 13.6 kcal per mole.



3.
This record from the OMol25 dataset describes 4 unconnected molecules or ions with the total composition C12H30O10P2 in a non-equilibrium geometry. The level of theory is ωB97M-V/def2-TZVPD.

Structure (XYZ):
```
54
Properties=species:S:1:pos:R:3:forces:R:3
C -2.66748 2.33509 -4.87246 3.060 -1.770 0.521
O -1.51648 3.19209 -4.65646 3.267 -2.615 1.585
P -0.29848 2.71409 -3.61646 -5.014 0.634 1.821
O 0.83752 3.57009 -3.66146 2.627 0.879 -0.843
O -1.16648 2.98909 -2.25746 0.180 -0.228 0.461
C -0.54648 3.51309 -1.08146 -2.945 5.892 -0.885
O -0.11248 1.12109 -3.43346 1.129 0.601 -0.778
C 1.22552 0.66909 -3.05746 2.625 0.558 0.696
H -2.99748 2.88909 -5.63446 -2.222 0.838 -3.577
H -3.30548 2.44809 -4.09546 -1.985 0.230 2.685
H -2.48448 1.23309 -5.01746 0.179 1.300 -0.274
H -0.03148 2.85909 -0.50446 2.431 -2.094 1.016
H -1.32748 3.89709 -0.29446 0.543 -0.977 -1.797
H -0.09448 4.58809 -1.36346 -0.050 -2.819 0.706
H 2.07552 1.04409 -3.76246 -1.900 -0.597 0.795
H 1.19152 -0.44891 -3.10646 -0.012 1.138 0.281
H 1.67852 1.06609 -1.98646 -1.912 -1.024 -2.385
C 1.08052 -4.09891 2.22254 -10.187 -0.687 -2.699
O 0.69052 -2.83891 1.80554 0.454 5.009 -2.250
P 1.56152 -1.93491 0.74854 2.939 -3.271 0.971
O 3.04252 -2.08191 1.02454 -2.549 0.662 -0.505
O 1.24452 -2.50591 -0.77646 -0.461 2.271 2.709
C 2.40252 -2.66991 -1.60946 -1.348 -3.240 0.390
O 0.93852 -0.51691 0.99354 0.254 0.280 -3.374
C 0.90652 0.04509 2.23054 -0.466 0.420 5.754
H 2.00652 -4.17791 2.37854 7.184 -0.890 2.155
H 0.72252 -4.65191 1.33854 0.919 -1.160 0.397
H 0.18952 -4.24291 2.89854 2.053 -0.877 0.589
H 2.01552 -2.81691 -2.56546 -0.761 1.276 -2.142
H 2.59452 -3.75291 -1.52946 1.378 0.451 0.928
H 3.19552 -1.99091 -1.49646 0.857 0.644 0.297
H 0.09352 -0.59391 2.73454 1.293 1.232 0.221
H 0.60752 1.14509 2.42854 0.213 -1.567 -1.758
H 1.90252 0.00809 2.88154 -1.766 -0.565 -1.802
C -1.66648 -2.25491 -2.59646 2.910 -2.231 0.049
C -2.66248 -1.11991 -2.56346 5.450 1.328 4.319
C -2.46048 -0.05191 -1.54246 0.166 -0.399 2.189
O -3.61548 -1.11191 -3.18046 -6.172 -0.663 -4.874
H -0.51048 -2.06091 -2.75746 -2.342 0.538 0.695
H -1.89548 -2.73891 -3.56246 -0.207 -0.573 0.769
H -1.62648 -3.01691 -1.65646 -0.639 1.885 -2.273
H -2.91348 -0.57391 -0.66446 0.490 0.364 -0.074
H -2.93148 0.92509 -1.52546 -0.463 -0.122 -1.044
H -1.43048 0.12309 -1.31946 0.806 -0.098 0.257
C -0.78648 0.69209 5.83554 7.978 7.628 -10.486
C 0.76452 0.54509 6.08654 0.651 -1.792 7.312
C 1.85852 1.34109 5.54454 0.071 6.083 7.412
O 1.12952 -0.15991 7.11054 -2.137 1.719 -3.917
H -0.86148 0.25009 4.89754 -1.377 -1.314 -1.367
H -1.12048 1.80709 5.70954 0.995 -1.807 0.043
H -1.13748 0.42009 6.58954 -6.091 -5.316 11.127
H 1.88752 1.07009 4.65854 1.726 -2.356 -8.678
H 2.85352 1.47209 6.18154 -2.318 -1.139 -1.552
H 1.47052 2.44009 5.44854 0.499 -1.671 0.184
```
Forces are in eV/Å.

As for the max |F|: 15.224 eV Å⁻¹. The LUMO energy comes out at 0.3 eV. Its SMILES is COP(=O)(OC)OC.COP(=O)(OC)OC.CC(C)=O.CC(C)=O. For the HOMO energy, the calculation gives -9.69 eV. As for the energy above the lowest of the compared OMol25 structures with the same formula, charge and spin: 93.9 kcal per mole.



4.
This record from the OMol25 dataset describes a molecular structure, C12H30O6Sr in a non-equilibrium geometry. The level of theory is ωB97M-V/def2-TZVPD.

Structure (XYZ):
```
49
Properties=species:S:1:pos:R:3:forces:R:3
Sr -35.29959 5.71050 -2.30303 -0.793 0.070 -0.233
C -33.42491 3.38045 -0.34219 -0.310 0.026 -0.217
O -33.50729 4.42965 -1.34474 0.948 -0.849 0.559
C -32.35523 4.34151 -2.20859 -0.821 0.287 -1.957
C -31.99285 5.71805 -2.69001 0.325 0.442 1.946
O -33.14722 6.39198 -3.24737 1.197 -0.725 0.003
C -32.71825 7.62474 -3.76836 0.636 1.742 -1.572
H -32.52930 3.51866 0.25989 0.005 -0.019 0.023
H -33.40746 2.41619 -0.84970 0.138 -0.058 0.133
H -34.30786 3.41793 0.29254 -0.019 0.176 -0.037
H -32.62127 3.85799 -3.16275 -0.172 -0.874 0.556
H -31.53856 3.82263 -1.71870 0.161 0.118 -0.044
H -31.13351 5.70906 -3.35772 -0.218 -0.104 -0.347
H -31.67077 6.21893 -1.76537 -0.087 0.699 -0.368
H -33.50767 8.20215 -4.25641 -0.505 -0.400 0.572
H -32.01347 7.53855 -4.60966 0.068 -0.673 0.311
H -32.20823 8.28093 -3.05790 -0.278 -0.315 0.433
C -35.82310 2.18635 -2.72365 -1.031 0.417 -0.231
O -36.47860 3.48211 -2.79314 0.424 -0.393 0.104
C -37.89042 3.40042 -3.05955 0.520 0.644 -0.764
C -38.24691 4.70466 -3.72720 -0.882 0.248 0.792
O -37.74477 5.77738 -2.91155 -0.037 -0.077 -0.059
C -38.75034 6.58026 -2.27131 0.534 0.387 -0.489
H -34.75723 2.36440 -2.64073 0.042 -0.076 0.000
H -36.07344 1.65627 -3.64249 0.311 -0.184 0.036
H -36.22353 1.63599 -1.87212 0.224 -0.084 0.057
H -38.44531 3.29092 -2.13170 -0.040 -0.370 0.069
H -38.09243 2.62931 -3.80535 -0.065 -0.400 0.415
H -39.33555 4.80186 -3.75145 0.028 -0.142 -0.298
H -37.86499 4.77655 -4.74439 0.219 0.107 0.052
H -38.20200 7.36326 -1.74750 -0.102 -0.094 0.234
H -39.36109 6.00197 -1.58242 -0.082 -0.034 -0.039
H -39.33772 7.08822 -3.03705 -0.318 -0.199 0.103
C -33.94699 7.30297 0.47427 -0.078 -1.280 0.278
O -34.42051 7.58781 -0.83754 -0.348 0.007 -0.452
C -35.33714 8.68810 -0.88687 0.073 -0.322 0.806
C -35.74529 9.08117 -2.29026 0.694 -0.297 0.344
O -35.99870 7.93218 -3.12444 -0.046 1.372 0.224
C -36.60828 8.37012 -4.36980 -0.183 -0.976 0.213
H -33.29526 6.43346 0.36634 0.370 0.364 -0.066
H -34.74228 6.90623 1.11798 -0.233 0.566 0.023
H -33.42835 8.12516 0.95911 -0.032 0.193 -0.168
H -34.83066 9.49841 -0.35723 -0.379 0.409 -0.276
H -36.24530 8.44027 -0.32010 0.134 -0.143 0.131
H -34.95005 9.65999 -2.76232 -0.236 0.262 -0.052
H -36.66392 9.64770 -2.12273 0.081 0.289 -0.522
H -36.45862 9.42451 -4.58402 0.310 0.007 0.137
H -37.67677 8.17521 -4.29646 -0.037 0.070 -0.140
H -36.17067 7.74201 -5.14271 -0.109 0.186 -0.223
```
Forces are in eV/Å.

As for the max |F|: 2.431 eV Å⁻¹. The LUMO energy comes out at -5.6 eV. For the HOMO energy, the calculation gives -16.66 eV. Its total charge is +2. As for the energy above the lowest of the compared OMol25 structures with the same formula, charge and spin: 12.1 kcal per mole.